# C3H2FNO

C3H2FNO as an isolated structure (ωB97M-V/def2-TZVPD, the Open Molecules 2025 dataset).

Computed properties:
Gap between HOMO and LUMO ... 10.72 eV
LUMO ... -1.1744 eV
E_HOMO ... -11.8926 eV
Relative energy (zero: lowest compared OMol25 entry of this formula, charge and spin) ... 222.2 kJ/mol

Structure (ORCA input):
```
! wB97M-V def2-TZVPD RIJCOSX def2/J DEFGRID3
* xyz 0 1
C -0.84 -0.35 0.10
C 0.12 0.68 -0.10
C 1.56 0.04 -0.21
H -0.78 -0.45 1.46
H -0.50 -1.48 -0.34
N 2.66 -0.27 -0.31
O 0.03 1.91 -0.15
F -2.24 -0.08 -0.45
*
```

Löwdin population analysis, charges in e, atoms 1 to 4: number 1, C, carries -0.09; number 2, C, carries -0.41; number 3, C, carries -0.12; number 4, H, carries 0.24



# C21H34N10O

A 10-piece molecular cluster, C21H34N10O overall (ωB97M-V/def2-TZVPD, the Open Molecules 2025 dataset).

Computed properties:
Gap between HOMO and LUMO ... 9.48 eV
LUMO ... 0.4081 eV
E_HOMO ... -9.0752 eV
Relative energy (zero: lowest compared OMol25 entry of this formula, charge and spin) ... 0.0 kJ/mol
SMILES ... CNC(C)=O.CC#N.CC#N.CC#N.CC#N.CC#N.CC#N.CC#N.CC#N.CC#N

Structure (ORCA input):
```
! wB97M-V def2-TZVPD RIJCOSX def2/J DEFGRID3
* xyz 0 1
C -0.27 -4.50 0.38
N -1.09 -3.38 0.02
C -2.35 -3.37 0.47
C -3.18 -2.14 0.08
O -2.80 -4.24 1.17
H 0.72 -4.11 0.37
H -0.47 -5.29 -0.37
H -0.51 -4.93 1.37
H -0.77 -2.70 -0.69
H -3.07 -1.37 0.82
H -4.22 -2.48 0.08
H -2.91 -1.84 -0.91
C -1.89 3.23 4.05
C -0.75 2.69 3.37
N 0.21 2.33 2.83
H -2.31 2.54 4.74
H -2.66 3.41 3.25
H -1.56 4.15 4.56
C 2.19 -1.21 3.38
C 2.75 -0.84 2.12
N 3.15 -0.50 1.10
H 1.29 -1.71 3.31
H 2.01 -0.34 4.03
H 2.91 -1.74 3.93
C 3.46 -1.65 -2.54
C 2.04 -1.98 -2.34
N 0.92 -2.10 -2.16
H 3.57 -0.67 -2.19
H 3.67 -1.69 -3.59
H 3.98 -2.44 -2.01
C 2.45 3.24 -3.80
C 2.42 1.88 -4.39
N 2.48 0.75 -4.69
H 1.42 3.49 -3.57
H 2.97 3.92 -4.46
H 3.06 3.14 -2.93
C -3.44 -1.30 3.89
C -2.02 -0.93 3.95
N -0.87 -0.77 4.03
H -3.71 -1.74 2.95
H -3.98 -0.36 4.07
H -3.55 -2.04 4.73
C 4.40 2.43 0.83
C 4.71 2.07 -0.56
N 5.03 1.95 -1.64
H 3.46 1.93 1.17
H 4.16 3.47 0.89
H 5.34 2.27 1.42
C -0.57 -1.29 -5.44
C -1.46 -0.91 -4.34
N -2.12 -0.51 -3.50
H 0.06 -0.44 -5.73
H -1.17 -1.61 -6.32
H 0.08 -2.03 -5.11
C -4.02 2.85 -0.15
C -3.72 1.95 1.00
N -3.34 1.27 1.84
H -3.04 3.14 -0.55
H -4.57 3.69 0.25
H -4.59 2.33 -0.90
C 0.12 0.78 -0.14
C 0.74 1.98 -0.51
N 1.33 2.89 -0.92
H -0.25 0.17 -0.95
H -0.70 1.03 0.52
H 0.81 0.20 0.44
*
```

Löwdin population analysis, charges in e, atoms 1 to 4: number 1, C, carries -0.09; number 2, N, carries 0.00; number 3, C, carries -0.58; number 4, C, carries 0.01



# C19H9Cl8MoN

C19H9Cl8MoN as an isolated structure (ωB97M-V/def2-TZVPD, the Open Molecules 2025 dataset).

Computed properties:
Gap between HOMO and LUMO (alpha / beta) ... 5.95 / 5.96 eV
LUMO (alpha / beta) ... -8.9934 / -8.9899 eV
E_HOMO (alpha / beta) ... -14.9463 / -14.9463 eV

Structure (ORCA input):
```
! wB97M-V def2-TZVPD RIJCOSX def2/J DEFGRID3
* xyz 2 1
Mo -1.07 0.58 -0.44
Cl -2.12 1.13 -2.66
C -2.77 -0.45 -2.15
C -2.07 -1.05 -1.13
C -2.54 -2.34 -0.82
Cl -1.86 -3.16 0.52
C -3.65 -2.89 -1.55
Cl -4.16 -4.52 -1.27
C -4.37 -2.10 -2.44
Cl -5.84 -2.62 -3.17
C -3.87 -0.88 -2.80
Cl -4.52 0.02 -4.08
Cl -2.20 2.62 0.69
C -0.77 2.08 1.44
C 0.39 2.92 1.56
C 1.57 2.37 2.10
C 1.67 1.07 2.66
C 0.57 0.28 2.59
C -0.66 0.69 1.92
C -1.60 -0.30 1.55
H 0.34 3.95 1.19
H 2.43 2.97 2.31
H 2.54 0.67 3.19
H 0.55 -0.68 3.10
H -2.66 0.02 1.40
H -1.37 -1.30 1.94
Cl 1.98 2.68 -1.81
C 2.65 1.20 -1.10
C 4.00 1.11 -0.86
C 4.60 -0.03 -0.31
C 3.82 -1.03 0.16
C 2.50 -0.98 -0.10
Cl 1.45 -2.27 0.49
C 1.92 0.11 -0.71
N 0.53 0.13 -0.79
H 4.61 1.94 -1.19
H 5.66 -0.07 -0.11
H 4.33 -1.88 0.70
*
```

Löwdin population analysis, charges in e, atoms 1 to 4: number 1, Mo, carries 1.34; number 2, Cl, carries 0.74; number 3, C, carries -0.65; number 4, C, carries -0.33



# C4H10N4O

One molecule with the formula C4H10N4O (ωB97M-V/def2-TZVPD, the Open Molecules 2025 dataset).

Computed properties:
Gap between HOMO and LUMO ... 9.48 eV
LUMO ... 0.9944 eV
E_HOMO ... -8.4829 eV
Relative energy (zero: lowest compared OMol25 entry of this formula, charge and spin) ... 427.7 kJ/mol
SMILES ... CN/C(=N\N1CC1)NO

Structure (ORCA input):
```
! wB97M-V def2-TZVPD RIJCOSX def2/J DEFGRID3
* xyz 0 1
C -2.50 -1.49 -0.18
N -1.16 -1.23 0.29
C -0.61 0.01 0.05
N 0.54 0.36 -0.27
N 1.49 -0.65 0.01
C 2.59 0.00 0.73
C 2.76 -0.34 -0.65
N -1.59 1.03 0.07
O -1.07 2.28 -0.09
H -2.73 -2.53 0.07
H -3.26 -0.88 0.37
H -2.58 -1.29 -1.24
H -0.53 -2.00 0.25
H 3.10 -0.53 1.52
H 2.34 1.02 1.07
H 2.70 0.43 -1.40
H 3.37 -1.20 -0.91
H -2.11 1.02 0.90
H -0.15 2.07 -0.36
*
```

Löwdin population analysis, charges in e, atoms 1 to 4: number 1, C, carries -0.10; number 2, N, carries 0.00; number 3, C, carries -0.41; number 4, N, carries 0.05



# C15H24Cl12NO4P2S

A 5-piece molecular cluster, C15H24Cl12NO4P2S overall (ωB97M-V/def2-TZVPD, the Open Molecules 2025 dataset).

Computed properties:
Gap between HOMO and LUMO ... 7.25 eV
LUMO ... -4.5638 eV
E_HOMO ... -11.8106 eV

Structure (ORCA input):
```
! wB97M-V def2-TZVPD RIJCOSX def2/J DEFGRID3
* xyz 1 1
C 4.37 -3.18 -0.32
C 3.96 -1.69 -0.25
O 2.72 -1.57 -0.98
P 1.93 -0.20 -0.80
O 1.95 0.32 0.59
C 0.21 -0.60 -1.28
C -0.73 0.03 -0.25
N -2.15 -0.44 -0.33
C -2.50 -1.69 -0.62
C -3.81 -2.10 -0.65
O -4.16 -3.39 -0.93
C -4.85 -1.16 -0.37
C -4.43 0.14 -0.09
P -5.60 1.52 0.27
S -6.63 1.96 -1.31
C -3.09 0.46 -0.07
O 2.43 0.96 -1.79
C 3.38 1.88 -1.22
C 2.72 3.11 -0.60
H 4.49 -3.53 -1.35
H 3.58 -3.74 0.20
H 5.27 -3.29 0.29
H 3.85 -1.46 0.81
H 4.76 -1.06 -0.65
H -0.03 -0.16 -2.27
H 0.09 -1.68 -1.40
H -0.40 -0.07 0.79
H -0.76 1.11 -0.47
H -1.74 -2.43 -0.84
H -4.03 -3.90 -0.11
H -5.90 -1.43 -0.37
H -4.79 2.63 0.65
H -6.47 1.21 1.33
H -2.78 1.47 0.17
H 4.05 1.42 -0.48
H 4.05 2.26 -2.01
H 1.99 2.82 0.17
H 2.17 3.69 -1.36
H 3.47 3.73 -0.09
C 5.60 0.77 3.38
Cl 5.68 2.39 4.08
Cl 4.23 0.64 2.27
Cl 7.10 0.38 2.55
H 5.46 0.06 4.18
C -6.81 -0.74 -3.49
Cl -5.78 -2.18 -3.46
Cl -6.84 -0.03 -5.10
Cl -8.44 -1.14 -2.95
H -6.40 -0.01 -2.81
C -8.48 -0.66 3.23
Cl -8.33 0.92 4.00
Cl -9.92 -0.74 2.24
Cl -7.03 -1.00 2.25
H -8.54 -1.41 4.01
C 10.50 2.18 0.73
Cl 9.73 2.95 2.11
Cl 10.16 0.44 0.71
Cl 9.98 2.93 -0.78
H 11.57 2.31 0.82
*
```

Löwdin population analysis, charges in e, atoms 1 to 4: number 1, C, carries -0.06; number 2, C, carries -0.28; number 3, O, carries -0.19; number 4, P, carries 0.53



# C2H3N6O2S

A 2-piece molecular cluster, C2H3N6O2S overall (ωB97M-V/def2-TZVPD, the Open Molecules 2025 dataset).

Computed properties:
Gap between HOMO and LUMO (alpha / beta) ... 7.51 / 7.51 eV
LUMO (alpha / beta) ... -7.0905 / -7.0931 eV
E_HOMO (alpha / beta) ... -14.6044 / -14.6028 eV
Relative energy (zero: lowest compared OMol25 entry of this formula, charge and spin) ... 0.0 kJ/mol

Structure (ORCA input):
```
! wB97M-V def2-TZVPD RIJCOSX def2/J DEFGRID3
* xyz 1 1
C -1.18 0.93 0.41
C 1.45 -0.28 0.50
N -1.95 -1.89 -1.51
N -0.19 1.32 -0.17
N -2.12 -2.24 -2.54
N 1.07 0.83 -0.29
N 2.70 -0.66 0.29
N -2.55 1.12 0.60
O -3.16 1.16 -0.43
O -2.92 1.11 1.73
S 0.38 -1.08 1.48
H 1.90 1.28 -0.74
H 3.35 -0.22 -0.32
H 3.21 -1.39 0.99
*
```

Löwdin population analysis, charges in e, atoms 1 to 4: number 1, C, carries 0.05; number 2, C, carries -0.83; number 3, N, carries 0.01; number 4, N, carries 0.16